105
Properties=species:S:1:pos:R:3:forces:R:3 method="wB97M-V/def2-TZVPD" fmax_ev_per_a=1.904 homo_energy_ha="-0.452 / -0.468" gap_ha="0.2753 / 0.2011" charge=+2 de_lowest_ev=0.000 lumo_ev="-4.805 / -7.277" spin_multiplicity=5 energy_ev=-111778.99957
Pd -0.10490 -1.03679 -0.72632 -1.8 -0.6 -0.2
C -3.64685 -1.07480 2.79666 0.0 0.0 -0.1
C -3.65630 -2.04924 1.65771 0.3 0.2 -0.4
N -4.31294 -3.17316 1.80332 -0.2 -0.1 0.4
C -4.38254 -4.07632 0.82116 0.1 0.1 -0.2
C -3.88200 -3.82194 -0.43502 0.1 -0.1 -0.1
C -3.93033 -4.86237 -1.52238 -0.2 0.0 0.1
O -2.59833 -5.03767 -2.03235 0.0 0.0 0.1
C -3.20123 -2.60713 -0.64728 0.1 0.1 0.4
C -2.76706 -2.26466 -1.98616 -0.2 0.1 -0.2
N -1.80350 -1.47245 -2.23292 0.7 -0.2 0.5
C -1.36713 -1.12608 -3.52065 -0.1 0.0 -0.5
C -2.09817 -0.30413 -4.37119 0.0 -0.1 0.1
C -1.56940 0.07056 -5.59820 0.0 0.0 -0.1
C -0.32176 -0.37930 -5.99949 -0.1 0.0 0.0
C 0.41738 -1.21338 -5.16834 0.0 0.0 0.0
C -0.10775 -1.55001 -3.93963 0.1 -0.3 0.2
I 0.98514 -2.79497 -2.60236 0.1 0.2 -0.5
C -2.96143 -1.73280 0.44121 -0.5 -0.6 -0.1
O -2.21386 -0.66708 0.36430 0.5 0.1 -0.3
H -3.87107 -0.06361 2.44848 0.0 0.0 0.0
H -2.66388 -1.04317 3.27603 0.0 -0.1 0.1
H -4.38791 -1.38240 3.52918 0.0 0.0 0.0
H -4.87565 -5.01033 1.06573 0.0 0.0 -0.1
H -4.60597 -4.55851 -2.32990 0.0 0.0 0.0
H -4.30692 -5.80020 -1.10981 0.0 0.0 0.0
H -2.61139 -5.72730 -2.70528 0.0 0.0 0.0
H -3.33471 -2.69993 -2.81152 0.1 0.1 -0.1
H -3.07876 0.03764 -4.06240 0.0 0.0 0.0
H -2.14047 0.71637 -6.25184 0.0 0.0 0.0
H 0.07923 -0.08623 -6.96002 0.0 0.0 0.0
H 1.38317 -1.58893 -5.47831 0.0 0.0 0.0
Te -0.77811 0.80437 1.94338 1.0 0.8 0.8
C 0.57922 2.02718 3.09757 -0.3 0.0 -0.1
C 1.72183 1.53651 3.70673 0.0 -0.2 0.0
C 2.59695 2.44238 4.29632 -0.2 -0.1 -0.1
N 2.37630 3.74922 4.31361 0.3 0.2 0.1
C 1.26134 4.21443 3.76876 -0.2 -0.2 -0.1
C 0.32326 3.39199 3.15132 0.0 0.0 0.0
C 0.44823 1.21576 0.25321 -0.4 -0.8 0.0
P -0.72415 1.30499 -1.15263 0.5 1.0 -0.1
C -0.03413 2.17453 -2.58262 -0.2 -0.1 -0.1
C -0.78156 3.20703 -3.15851 0.1 0.0 0.1
C -0.33967 3.81720 -4.32080 0.0 0.0 -0.1
C 0.83756 3.39972 -4.92419 0.0 0.0 0.0
C 1.56792 2.35708 -4.37060 0.1 -0.1 0.0
C 1.12450 1.72898 -3.22014 -0.1 0.0 0.0
C -1.99213 2.42653 -0.48038 0.0 -0.2 -0.2
C -1.55665 3.65341 0.03109 0.0 -0.1 0.0
C -2.47602 4.53172 0.57862 0.1 0.1 0.0
C -3.82211 4.18844 0.62992 0.0 0.0 0.0
C -4.25578 2.98379 0.09541 -0.1 0.0 0.0
C -3.34541 2.10444 -0.47306 0.1 0.0 0.0
P 1.92644 0.26040 -0.21891 0.2 0.5 1.1
C 3.07877 1.58805 -0.66938 0.0 -0.2 -0.4
C 2.90449 2.88976 -0.20965 0.0 -0.1 0.0
C 3.84941 3.85472 -0.52456 0.0 0.1 0.0
C 4.94477 3.52909 -1.31218 0.0 0.0 0.0
C 5.11121 2.23147 -1.78030 0.0 0.0 0.0
C 4.18109 1.25842 -1.45820 0.0 0.0 0.0
C 2.88502 -0.65055 1.03165 0.0 0.1 -0.2
C 3.90030 -0.02753 1.76213 -0.1 0.0 0.1
C 4.72199 -0.77781 2.58636 0.1 0.1 0.0
C 4.55754 -2.15404 2.67500 0.0 0.0 0.0
C 3.58368 -2.78590 1.91490 0.0 -0.1 0.0
C 2.76834 -2.03992 1.07936 0.1 0.1 0.0
H 1.93767 0.47779 3.73017 0.1 -0.1 -0.1
H 3.51200 2.10037 4.76891 0.0 0.0 0.0
H 1.10672 5.28658 3.82205 0.0 0.0 0.0
H -0.57794 3.81237 2.72478 0.0 0.1 0.0
H -1.69563 3.54379 -2.68903 0.0 0.0 -0.1
H -0.91853 4.62139 -4.75577 0.0 0.0 0.0
H 1.18174 3.88017 -5.83044 0.0 0.0 0.0
H 2.47946 2.02087 -4.84818 0.0 0.0 0.0
H 1.68341 0.89561 -2.81724 0.0 0.0 -0.1
H -0.50555 3.91353 -0.02740 0.0 0.0 0.1
H -2.14121 5.48844 0.95948 0.0 0.0 0.0
H -4.53486 4.86915 1.07622 0.0 0.0 0.0
H -5.30722 2.72889 0.11699 0.0 0.0 0.0
H -3.68189 1.16843 -0.89910 0.0 0.0 0.1
H 2.05091 3.13792 0.41108 0.0 0.0 0.0
H 3.73275 4.86342 -0.15070 0.0 0.0 0.0
H 5.67497 4.28776 -1.56048 0.0 0.0 0.0
H 5.96538 1.98149 -2.39549 0.0 0.0 0.0
H 4.31167 0.23894 -1.80570 0.0 0.0 0.0
H 4.04298 1.04222 1.68587 0.0 0.0 0.0
H 5.50880 -0.28859 3.14609 0.0 0.0 0.0
H 5.21057 -2.73844 3.30991 0.0 0.0 0.0
H 3.48484 -3.86362 1.95147 0.0 0.0 0.0
H 2.05806 -2.53904 0.43889 -0.1 -0.1 0.0
C 1.48237 -2.50541 5.26892 -0.1 0.0 0.0
C 0.15126 -2.05301 4.65848 0.1 -0.1 0.1
C -0.09357 -2.65319 3.31622 -0.1 0.0 -0.4
N -0.06677 -2.00029 2.20459 0.0 0.2 0.4
N -0.31088 -2.73888 1.08290 0.2 0.0 -0.2
C -0.54133 -3.99640 1.36210 0.1 0.1 0.4
N -0.80436 -4.94939 0.46241 0.1 -0.1 -0.2
S -0.45638 -4.33765 3.07816 0.0 0.1 -0.3
H 1.61500 -2.04407 6.24613 0.0 0.0 0.0
H 2.31918 -2.22134 4.62966 0.0 0.0 0.0
H 1.49802 -3.58720 5.40411 0.1 0.0 0.0
H 0.14245 -0.96767 4.54257 -0.1 0.0 0.0
H -0.67060 -2.32967 5.32253 0.0 0.1 0.0
H -1.07932 -4.71088 -0.48386 -0.1 0.0 0.1
H -0.97133 -5.88991 0.77106 -0.1 0.0 -0.1